No. 1
{
  "formula": "C7H9N3",
  "method": "the ωB97M-V functional and the def2-TZVPD basis",
  "multiplicity": 1,
  "de_lowest_kcal_mol": 139.6,
  "total_charge": 0,
  "orbital_gap_ha": 0.3078,
  "lumo_energy_ha": 0.0148,
  "homo_energy_ev": -8.0,
  "total_energy_ha": -436.19369,
  "elements": ["C", "C", "C", "C", "C", "C", "C", "N", "N", "N", "H", "H", "H", "H", "H", "H", "H", "H", "H"],
  "coordinates": [[2.719343, 0.861649, 0.603940], [1.203930, -0.314984, -1.432238], [0.358409, 0.566890, -0.896420], [1.385085, -1.578969, -0.754587], [2.518753, -1.502986, 0.210974], [-0.594091, -0.794088, 0.857044], [-0.734187, 1.643285, 0.944862], [2.880959, 1.993350, 0.371153], [2.980650, -0.438698, 0.771062], [-0.396331, 0.337834, 0.354297], [1.539811, -0.000036, -2.430886], [-0.015621, 1.545199, -1.286175], [0.604253, -1.714280, 0.088694], [1.652711, -2.498685, -1.359401], [3.057225, -2.349912, 0.636271], [-1.208036, -0.920980, 1.757725], [-0.984807, 1.532798, 1.950342], [0.312562, 2.180787, 1.048739], [-1.485383, 2.328320, 0.477234]],
  "forces_ev_per_a": [[1.16, 0.18, -1.21], [-2.31, 1.90, -1.05], [-1.23, 0.18, 0.15], [3.55, -2.73, 0.65], [0.71, 1.74, 0.32], [-0.53, -2.64, 0.93], [2.49, 2.12, -0.12], [-0.67, -0.56, 0.71], [-0.17, -0.14, 0.80], [0.04, 2.60, -0.90], [0.41, -0.68, 0.53], [1.05, -1.04, -0.09], [-0.70, -0.25, -1.18], [-0.96, 1.07, 0.30], [-0.57, -0.54, -0.54], [-0.03, 1.06, -0.04], [-0.84, -0.62, 1.61], [-2.10, -0.61, -0.63], [0.71, -1.03, -0.24]],
  "nbo_charge": [0.3976, -0.1978, -0.0114, -0.6199, 0.2425, -0.0746, -0.4630, -0.4084, -0.5400, -0.3795, 0.2404, 0.2196, 0.3177, 0.2428, 0.2004, 0.1532, 0.2156, 0.2431, 0.2215]
}

No. 2
{
  "formula": "C10H25NO3Si",
  "method": "the ωB97M-V functional and the def2-TZVPD basis",
  "multiplicity": 1,
  "de_lowest_kcal_mol": 7.1,
  "total_charge": 0,
  "orbital_gap_ha": 0.3182,
  "lumo_energy_ha": 0.0310,
  "homo_energy_ev": -7.8,
  "total_energy_ha": -966.02396,
  "elements": ["C", "C", "N", "C", "C", "C", "C", "C", "Si", "O", "C", "O", "C", "O", "C", "H", "H", "H", "H", "H", "H", "H", "H", "H", "H", "H", "H", "H", "H", "H", "H", "H", "H", "H", "H", "H", "H", "H", "H", "H"],
  "coordinates": [[-0.250044, 3.484482, -0.441751], [-0.171358, 2.110313, -1.025041], [-1.554356, 1.458988, -0.900007], [-2.290611, 1.436816, -2.188896], [-2.658769, 2.804170, -2.661712], [-1.619001, 0.373970, 0.129244], [-1.459397, -1.069070, -0.365437], [-0.929231, -2.013409, 0.706741], [0.855209, -1.882456, 1.031932], [0.931948, -0.425668, 1.847368], [1.344780, -0.425754, 3.127011], [1.687230, -1.820264, -0.422329], [2.844560, -0.975799, -0.340698], [1.529564, -3.056962, 2.063742], [2.436563, -3.962173, 1.453339], [0.707067, 3.953436, -0.347728], [-0.755732, 3.556533, 0.567887], [-0.911026, 4.113411, -1.112211], [0.093568, 2.024660, -2.061059], [0.636842, 1.548688, -0.493081], [-3.178045, 0.775876, -2.100388], [-1.789915, 0.836305, -2.998287], [-2.918802, 2.811904, -3.742805], [-1.800275, 3.415089, -2.598111], [-3.494333, 3.306823, -2.156143], [-2.604380, 0.551973, 0.619181], [-0.806437, 0.604443, 0.899817], [-2.398236, -1.496995, -0.695235], [-0.832833, -1.055526, -1.320073], [-1.498415, -1.835274, 1.646645], [-1.174420, -3.053284, 0.440238], [2.338167, -0.767447, 3.237460], [1.292683, 0.627626, 3.516692], [0.582376, -1.093522, 3.595069], [3.355468, -1.112356, 0.616549], [3.648209, -1.296206, -1.028534], [2.621148, 0.078997, -0.430348], [2.290973, -4.953733, 1.930354], [3.543929, -3.626317, 1.606510], [2.355331, -3.952289, 0.394098]],
  "forces_ev_per_a": [[-1.76, 1.59, -0.09], [-1.38, -1.83, 1.24], [1.64, 0.21, -0.07], [-0.20, -2.56, 0.79], [-1.02, 0.25, -1.40], [-0.15, 1.44, -0.10], [0.56, 0.29, -1.45], [-0.73, -1.09, 0.20], [0.47, 0.31, 0.54], [0.25, -0.42, -3.91], [-1.61, 0.99, 2.59], [-0.04, 0.60, 0.92], [1.16, -0.87, 0.26], [-0.52, 1.22, -1.39], [2.12, 0.06, 1.54], [0.71, 0.39, -0.06], [0.62, -0.61, -1.04], [0.92, -0.40, 0.87], [0.32, 0.62, -0.73], [-0.87, -0.05, -0.18], [0.06, 0.59, 0.55], [0.41, 0.80, 0.41], [0.04, -0.26, 0.54], [0.81, 0.88, 0.04], [0.33, -0.38, 0.26], [0.56, -0.63, 0.01], [-1.23, -0.23, -1.12], [-0.47, 0.25, -0.12], [-0.40, -0.10, 1.35], [0.45, -0.06, -0.35], [0.02, 0.17, -0.04], [1.14, -0.63, 0.44], [-0.08, -0.99, -0.04], [1.07, 0.57, 1.16], [-0.18, 0.14, 0.35], [-0.83, 0.17, -0.31], [-0.21, 0.14, -0.30], [0.19, 0.53, -0.59], [-1.75, -0.54, 0.19], [-0.42, -0.53, -0.95]],
  "nbo_charge": [-0.6113, -0.2313, -0.4757, -0.2206, -0.6122, -0.2224, -0.4217, -0.9764, 2.3379, -0.9157, -0.2251, -0.9044, -0.2555, -0.8985, -0.2509, 0.2008, 0.2172, 0.2006, 0.1873, 0.1891, 0.1976, 0.1625, 0.2060, 0.2023, 0.2116, 0.1917, 0.2284, 0.2046, 0.2128, 0.2449, 0.2413, 0.1671, 0.1738, 0.1660, 0.1643, 0.1895, 0.1881, 0.1900, 0.1607, 0.1854]
}

No. 3
{
  "formula": "C2HO3P",
  "method": "the ωB97M-V functional and the def2-TZVPD basis",
  "multiplicity": 1,
  "de_lowest_kcal_mol": 35.0,
  "total_charge": 0,
  "orbital_gap_ha": [0.3348, 0.3348],
  "lumo_energy_ha": [-0.0449, -0.0449],
  "homo_energy_ev": [-10.3, -10.3],
  "total_energy_ha": -643.75216,
  "elements": ["O", "P", "O", "C", "C", "O", "H"],
  "coordinates": [[-0.218525, 0.257550, 3.165786], [-0.039239, 0.628756, 1.763312], [-0.593095, 1.857124, 1.246371], [0.113425, -0.112942, 0.105822], [0.162604, -0.168027, -1.224751], [0.424606, -1.215873, -2.042096], [0.150223, -1.246587, -3.014443]],
  "forces_ev_per_a": [[1.36, -1.43, -0.86], [-2.02, 0.11, -1.56], [0.05, 1.97, -0.41], [0.76, -0.11, -3.46], [0.01, -2.60, 5.03], [-0.44, 0.90, -0.75], [0.29, 1.16, 2.02]],
  "nbo_charge": [-0.9349, 2.1896, -0.9679, -0.4888, 0.3439, -0.6645, 0.5227]
}

No. 4
{
  "formula": "C4H6N",
  "method": "the ωB97M-V functional and the def2-TZVPD basis",
  "multiplicity": 1,
  "de_lowest_kcal_mol": 38.6,
  "total_charge": 1,
  "orbital_gap_ha": 0.3489,
  "lumo_energy_ha": -0.2028,
  "homo_energy_ev": -15.0,
  "total_energy_ha": -210.39453,
  "elements": ["C", "C", "N", "C", "C", "H", "H", "H", "H", "H", "H"],
  "coordinates": [[-0.511740, 1.342973, -1.701335], [-0.518474, 0.247292, -1.002006], [-0.742726, -0.794043, -0.241979], [-0.149902, -0.954783, 0.990330], [0.958473, -0.346532, 1.385047], [0.351190, 1.739541, -2.116017], [-1.318279, 1.995591, -1.725271], [-1.102265, -1.676558, -0.777926], [-0.514013, -1.791304, 1.594793], [1.238490, -0.689088, 2.437149], [1.707295, 0.243191, 0.857799]],
  "forces_ev_per_a": [[0.36, -2.33, 1.78], [-1.35, -0.73, 0.96], [-0.16, 0.42, -5.28], [1.04, -0.84, 1.99], [0.75, -1.16, 2.12], [1.77, 0.22, -1.12], [-1.82, 0.90, 0.16], [0.65, 1.88, 1.36], [-0.47, 0.62, -0.29], [-0.10, 0.83, -1.58], [-0.68, 0.19, -0.10]],
  "nbo_charge": [-0.4001, 0.4963, -0.4791, -0.0935, -0.3128, 0.2853, 0.2915, 0.4719, 0.2517, 0.2516, 0.2371]
}

No. 5
{
  "formula": "C4H9N",
  "method": "the ωB97M-V functional and the def2-TZVPD basis",
  "multiplicity": 1,
  "de_lowest_kcal_mol": 58.2,
  "total_charge": 0,
  "orbital_gap_ha": 0.3529,
  "lumo_energy_ha": 0.0448,
  "homo_energy_ev": -8.4,
  "total_energy_ha": -212.45841,
  "elements": ["C", "C", "C", "N", "C", "H", "H", "H", "H", "H", "H", "H", "H", "H"],
  "coordinates": [[-0.760895, 0.723067, -1.229432], [0.166609, 0.535700, -0.114509], [-0.373630, 0.002659, 1.219126], [0.751639, -0.885092, 1.261728], [1.086157, -0.621567, -0.308483], [-1.193186, 1.610239, -0.861224], [-0.102411, 0.725349, -2.117631], [-1.595582, 0.058809, -1.427956], [0.748581, 1.476778, 0.048379], [-0.534630, 0.808506, 1.865035], [-1.389568, -0.540454, 1.241497], [0.513993, -1.857996, 1.522558], [0.631763, -1.557152, -0.692521], [2.051160, -0.478845, -0.406566]],
  "forces_ev_per_a": [[0.11, 0.37, -1.08], [-0.24, -0.24, -0.08], [-1.75, -0.95, -1.92], [1.88, -1.10, 0.13], [-5.18, -3.35, 5.03], [-1.06, 1.87, -1.18], [-0.85, 0.87, -0.10], [0.28, -0.75, 0.47], [-0.44, -0.73, -0.09], [0.49, 0.95, 2.01], [1.17, 0.66, -0.72], [0.36, 0.91, -0.39], [0.50, 0.99, -1.05], [4.73, 0.51, -1.01]],
  "nbo_charge": [-0.6114, -0.2234, -0.2152, -0.6274, -0.2066, 0.2113, 0.2066, 0.2093, 0.2039, 0.1755, 0.1528, 0.3508, 0.1853, 0.1886]
}